DFT (ωB97M-V with the def2-TZVPD basis set) results for a 6-piece molecular cluster, C34H78N2O10 overall at a distorted geometry.

Each line ends with the Mulliken charge.
Atoms and positions in Å:
O 2.888 -13.786 39.730  -0.38
O 8.901 -4.001 34.572  -0.35
O 3.507 -0.638 26.411  -0.29
O 11.099 -17.474 37.236  -0.38
O 14.246 -0.748 26.376  -0.49
O 11.036 -1.883 35.294  -0.28
O 2.994 -0.214 29.316  -0.32
O 4.166 3.820 34.700  -0.50
O 3.579 -11.461 37.775  -0.28
O 12.475 -14.076 37.775  -0.38
N 13.032 -0.850 27.106  0.51
N 4.207 5.248 34.824  0.31
C 5.594 7.175 35.522  -1.25
C 5.482 5.612 35.406  1.39
C 10.744 -1.917 27.450  -0.83
C 12.759 -3.218 26.781  -2.01
C 2.419 5.319 36.491  -1.67
C 1.954 5.839 34.076  -1.88
C 5.740 5.058 36.880  -1.64
C 10.262 -0.600 27.956  -0.84
C 2.956 5.976 35.214  1.59
C 3.967 -1.370 25.378  -0.73
C 12.265 -18.248 36.920  -0.70
C 1.992 -0.295 28.307  -0.58
C 2.329 -1.158 27.077  -0.50
C 2.699 -12.676 40.590  -0.56
C 9.903 -5.027 34.393  -0.71
C 12.051 -1.852 26.600  1.37
C 9.642 -1.910 35.518  -0.50
C 11.515 -16.368 38.056  -0.48
C 12.786 -13.209 36.649  -0.76
C 6.658 5.205 34.511  -1.93
C 12.623 0.386 27.779  1.28
C 3.787 -12.837 37.635  -0.50
C 4.359 -10.705 36.916  -0.75
C 4.442 7.814 36.326  -0.65
C 2.607 -13.636 38.304  -0.58
C 12.290 1.418 26.627  -1.63
C 11.360 0.157 28.690  -1.18
C 3.196 -1.455 30.055  -0.70
C 12.568 -15.433 37.343  -0.40
C 11.555 -0.610 35.317  -0.74
C 11.681 -1.689 25.087  -1.66
C 3.184 7.485 35.493  -1.18
C 13.766 0.957 28.653  -1.91
C 9.128 -3.323 35.852  -0.58
H 0.915 6.126 34.239  0.37
H 7.576 5.716 34.802  0.39
H 9.116 -1.633 34.605  0.32
H 1.857 4.799 33.767  0.42
H 9.403 -1.260 36.360  0.41
H 5.420 -10.812 37.142  0.29
H 13.499 1.865 29.194  0.37
H 13.143 1.794 26.062  0.32
H 4.613 8.872 36.524  0.40
H 1.737 -12.222 40.352  0.28
H 12.326 -15.569 36.289  0.39
H 9.860 0.040 27.170  0.37
H 1.432 5.732 36.698  0.45
H 2.233 6.418 33.196  0.37
H 4.114 -10.961 35.885  0.32
H 4.320 7.489 37.360  0.32
H 5.165 5.489 37.700  0.35
H 4.022 -9.672 37.005  0.25
H 9.925 -3.726 36.476  0.32
H 4.306 -2.361 25.682  0.30
H 11.515 1.036 25.963  0.35
H 4.764 -13.240 37.903  0.36
H 3.322 7.864 34.481  0.39
H 12.972 -12.190 36.990  0.26
H 1.749 0.725 28.011  0.33
H 11.845 -13.161 36.102  0.33
H 12.645 -0.623 35.316  0.26
H 14.846 -1.284 26.899  0.35
H 11.269 -0.134 36.255  0.31
H 6.473 7.462 36.099  0.49
H 12.486 -1.796 24.360  0.31
H 14.039 0.128 29.305  0.46
H 3.088 5.408 37.347  0.30
H 12.822 -18.553 37.806  0.31
H 3.200 -1.349 24.604  0.30
H 12.832 -17.726 36.149  0.28
H 5.629 3.976 36.951  0.33
H 1.646 -13.179 38.067  0.33
H 6.783 5.325 37.050  0.45
H 13.595 -3.300 26.086  0.41
H 11.821 2.279 27.104  0.44
H 3.487 -11.951 40.387  0.22
H 2.716 -13.048 41.614  0.23
H 4.087 3.643 33.760  0.35
H 6.446 5.512 33.487  0.46
H 13.186 -3.392 27.768  0.44
H 11.007 -2.510 24.844  0.47
H 3.703 -13.135 36.589  0.44
H 9.904 -5.817 35.143  0.30
H 10.874 -4.685 34.035  0.27
H 10.991 1.092 29.111  0.54
H 11.862 -19.153 36.463  0.24
H 10.691 -15.734 38.384  0.36
H 2.355 7.975 36.004  0.42
H 11.533 -0.393 29.615  0.36
H 6.697 4.118 34.432  0.39
H 9.574 -5.447 33.443  0.29
H 3.730 -2.144 29.401  0.27
H 11.781 -16.780 39.029  0.32
H 3.870 -1.227 30.881  0.24
H 9.343 -0.768 28.518  0.43
H 9.967 -2.198 26.739  0.35
H 12.165 -4.131 26.753  0.39
H 2.296 4.264 36.245  0.39
H 1.033 -0.627 28.704  0.39
H 10.838 -2.546 28.335  0.36
H 13.563 -15.827 37.546  0.30
H 11.200 -0.739 24.853  0.32
H 4.865 -0.813 25.113  0.23
H 2.545 -14.680 37.997  0.32
H 5.672 7.720 34.581  0.36
H 1.541 -1.152 26.325  0.42
H 2.471 -2.191 27.393  0.33
H 2.307 -1.924 30.476  0.31
H 8.180 -3.302 36.389  0.38
H 11.114 0.024 34.547  0.29
H 13.508 -13.573 35.919  0.31
H 14.704 1.185 28.148  0.36

Atoms 1-3, force components in eV/Å:
-0.6660 -0.5879 -0.6893
1.6885 -0.5990 2.2550
-1.7072 1.0059 3.5272

Results
ΔE to the lowest compared entry with this formula, charge and spin: 0.00 kcal per mole
2S+1: 1
net charge: 0
structure (SMILES): CC1(C)CCCC(C)(C)N1O.CC1(C)CCCC(C)(C)N1O.COCCOC.COCCOC.COCCOC.COCCOC
HOMO level: -7.87 eV
orbital gap: 8.279 eV
DFT total energy: -2203.7576 a.u.